[1]
The following is a DFT calculation (wB97M-V/def2-TZVPD) of a structure of composition C40H61Cl63INO in a non-equilibrium geometry.

Last column: Mulliken charge in e.
Element x y z (Å)
C: -0.778 -0.636 -1.766  -0.38
C: -2.312 -0.581 -1.856  -0.91
C: -3.030 -0.564 -0.491  -0.30
C: -2.612 -1.692 0.490  0.99
C: -2.227 -1.124 1.900  -0.99
C: -0.697 -0.852 2.016  1.48
C: -0.383 0.396 2.885  -1.68
C: -0.001 1.652 2.092  -0.56
C: 1.361 1.530 1.344  0.19
C: 1.431 2.728 0.348  -0.17
C: 2.828 3.365 0.224  -0.17
C: 3.817 2.747 -0.796  1.11
C: 3.242 2.209 -2.118  -0.99
C: 2.978 0.687 -2.069  -0.09
C: 4.209 -0.159 -1.661  -0.80
C: 5.517 0.113 -2.450  -0.61
C: 6.717 -0.018 -1.446  -0.22
O: 7.638 1.076 -1.626  0.07
C: 8.427 0.843 -2.768  -0.93
C: 9.694 1.757 -2.675  -0.19
N: 9.293 3.018 -2.083  -0.42
I: 11.047 0.796 -1.288  -0.01
H: -0.440 0.308 -1.308  -0.20
H: -0.393 -1.459 -1.156  0.09
H: -0.290 -0.695 -2.744  0.51
H: -2.654 -1.407 -2.494  0.37
H: -2.571 0.343 -2.393  0.36
H: -2.811 0.391 0.010  0.01
H: -4.106 -0.609 -0.701  0.28
H: -1.795 -2.315 0.123  0.26
H: -3.445 -2.375 0.679  -1.11
H: -2.782 -0.198 2.086  0.37
H: -2.507 -1.919 2.602  0.34
H: -0.219 -1.721 2.486  -0.20
H: -0.295 -0.746 1.004  -0.52
H: -1.299 0.614 3.457  0.44
H: 0.368 0.128 3.640  0.46
H: 0.100 2.488 2.800  0.54
H: -0.789 1.901 1.366  0.28
H: 2.197 1.531 2.048  0.44
H: 1.322 0.583 0.792  -0.16
H: 0.795 3.500 0.803  0.37
H: 0.954 2.468 -0.600  -0.22
H: 3.294 3.240 1.212  0.10
H: 2.740 4.449 0.086  -0.23
H: 4.502 3.564 -1.078  0.05
H: 4.448 2.017 -0.284  -0.73
H: 2.308 2.704 -2.402  0.56
H: 3.952 2.422 -2.927  0.25
H: 2.518 0.380 -3.017  0.58
H: 2.221 0.515 -1.291  -0.57
H: 4.333 -0.053 -0.579  0.07
H: 3.939 -1.209 -1.839  0.68
H: 5.545 1.078 -2.960  0.26
H: 5.646 -0.686 -3.189  0.47
H: 6.386 0.061 -0.407  -0.22
H: 7.257 -0.964 -1.597  0.44
H: 7.855 1.049 -3.689  0.34
H: 8.759 -0.204 -2.807  0.48
H: 10.125 1.861 -3.677  0.31
H: 10.073 3.660 -2.023  0.24
H: 8.531 3.426 -2.607  0.07
C: -1.690 5.269 -1.414  -0.21
Cl: -1.645 3.566 -1.878  -0.06
Cl: -1.636 5.451 0.338  -0.10
Cl: -0.370 6.159 -2.186  -0.08
H: -2.627 5.681 -1.767  0.44
C: -6.532 -3.402 0.955  1.04
Cl: -7.262 -2.175 -0.087  -0.06
Cl: -5.310 -4.323 0.072  -0.17
Cl: -5.833 -2.659 2.396  -0.09
H: -7.313 -4.086 1.267  -0.69
C: -9.723 -6.702 1.980  -0.25
Cl: -8.426 -7.288 3.029  -0.11
Cl: -9.251 -5.197 1.178  -0.10
Cl: -10.145 -7.926 0.788  0.00
H: -10.595 -6.503 2.591  0.43
C: 3.909 6.236 -3.223  -0.06
Cl: 4.359 7.418 -1.983  -0.23
Cl: 5.240 5.116 -3.529  0.06
Cl: 2.443 5.377 -2.756  0.09
H: 3.707 6.763 -4.145  0.14
C: 9.760 3.906 -6.363  0.06
Cl: 10.995 5.021 -5.775  -0.13
Cl: 8.205 4.235 -5.591  -0.02
Cl: 9.615 4.000 -8.119  -0.13
H: 10.063 2.900 -6.103  0.21
C: 7.435 2.539 1.705  0.37
Cl: 8.525 1.248 2.213  -0.17
Cl: 5.774 2.154 2.159  0.21
Cl: 7.922 4.087 2.403  -0.12
H: 7.488 2.621 0.623  0.12
C: -9.077 -2.974 5.348  -0.12
Cl: -8.828 -4.469 4.441  0.00
Cl: -7.754 -2.710 6.487  -0.12
Cl: -9.238 -1.600 4.249  -0.09
H: -9.996 -3.067 5.911  0.34
C: -0.387 -4.990 1.622  -0.41
Cl: 0.099 -4.641 3.282  -0.01
Cl: -2.104 -4.666 1.389  0.00
Cl: 0.582 -4.031 0.497  -0.11
H: -0.202 -6.037 1.416  0.51
C: 2.360 -3.728 6.485  -0.05
Cl: 2.908 -3.359 8.121  -0.14
Cl: 0.624 -3.465 6.322  -0.12
Cl: 3.219 -2.751 5.287  -0.09
H: 2.570 -4.770 6.283  0.31
C: 3.428 5.097 -7.541  -0.14
Cl: 4.658 3.854 -7.292  -0.10
Cl: 1.850 4.532 -6.986  -0.11
Cl: 3.882 6.593 -6.716  -0.02
H: 3.362 5.302 -8.601  0.38
C: -5.086 4.481 2.781  -0.08
Cl: -4.586 3.017 1.929  -0.02
Cl: -4.159 4.681 4.271  -0.12
Cl: -4.906 5.897 1.742  -0.12
H: -6.131 4.382 3.043  0.34
C: -9.906 -0.929 -2.608  0.10
Cl: -8.522 0.139 -2.367  -0.12
Cl: -11.227 -0.490 -1.519  -0.11
Cl: -10.442 -0.885 -4.288  -0.13
H: -9.599 -1.941 -2.375  0.25
C: 3.828 7.726 0.906  0.54
Cl: 4.923 6.434 1.418  0.00
Cl: 2.163 7.345 1.356  -0.10
Cl: 4.325 9.271 1.609  -0.15
H: 3.871 7.822 -0.189  -0.34
C: -12.821 2.522 0.916  0.38
Cl: -14.370 2.688 0.083  -0.12
Cl: -11.963 4.064 0.948  -0.12
Cl: -13.058 1.906 2.554  -0.12
H: -12.216 1.808 0.370  -0.01
C: -6.884 -10.083 -0.693  -0.04
Cl: -6.483 -10.463 -2.370  -0.13
Cl: -6.636 -8.365 -0.367  -0.04
Cl: -8.545 -10.560 -0.326  -0.11
H: -6.222 -10.648 -0.051  0.30
C: 6.223 9.625 -7.255  0.03
Cl: 4.924 9.738 -8.445  -0.12
Cl: 6.969 11.202 -6.996  -0.12
Cl: 5.620 8.965 -5.730  -0.07
H: 6.978 8.951 -7.639  0.27
C: 5.237 -1.876 3.363  0.10
Cl: 6.438 -2.193 4.620  -0.13
Cl: 5.655 -0.425 2.453  -0.13
Cl: 5.088 -3.262 2.279  0.01
H: 4.268 -1.711 3.841  0.06
C: -7.654 -10.619 5.823  -0.01
Cl: -6.257 -9.565 6.056  -0.12
Cl: -8.968 -10.163 6.910  -0.12
Cl: -8.192 -10.574 4.143  -0.08
H: -7.357 -11.633 6.057  0.33
C: 4.558 -7.016 1.190  -0.14
Cl: 2.946 -6.322 1.390  -0.03
Cl: 5.515 -6.049 0.065  -0.11
Cl: 5.377 -7.153 2.748  -0.10
H: 4.450 -8.010 0.776  0.36
C: -13.959 -8.081 -1.007  0.02
Cl: -12.760 -9.378 -1.010  -0.11
Cl: -15.385 -8.556 -0.080  -0.12
Cl: -13.270 -6.588 -0.365  -0.10
H: -14.264 -7.901 -2.029  0.30
C: 6.679 3.154 3.818  0.64
Cl: 7.997 2.017 4.116  -0.11
Cl: 5.205 2.634 4.640  -0.17
Cl: 7.134 4.782 4.330  -0.27
H: 6.484 3.177 2.752  -0.45

HOMO: -7.491 eV
multiplicity: 1
total charge: 0

[2]
The following is a DFT calculation (wB97M-V/def2-TZVPD) of the ion C3H4NOS with charge +1 in a non-equilibrium geometry.

Last column: natural (NBO) charge in e.
Element x y z (Å)
C: 1.155 -0.600 -0.378  0.59
C: -0.918 -1.132 0.166  0.03
C: -0.191 1.327 0.155  -0.25
N: 0.349 -1.484 0.125  -0.50
O: 1.003 0.671 -0.291  -0.38
S: -1.700 0.367 -0.184  0.49
H: 2.108 -1.044 -0.862  0.26
H: -1.698 -1.990 0.353  0.27
H: -0.007 1.667 1.251  0.25
H: -0.101 2.218 -0.334  0.25

HOMO: -15.430 eV
multiplicity: 1
total charge: +1

[3]
The following is a DFT calculation (wB97M-V/def2-TZVPD) of a structure of composition C50H39O2P2RhS.

Last column: Löwdin spin population.
Element x y z (Å)
Rh: 0.148 0.305 -0.202  0.70
O: -1.262 2.114 1.718  0.03
S: -1.520 0.774 1.208  0.08
C: -1.744 -0.323 2.578  0.02
C: -3.017 -0.697 2.957  0.01
C: -3.294 -1.292 4.201  0.00
C: -2.270 -1.414 5.099  0.00
C: -2.248 -1.894 6.526  0.00
C: -0.781 -1.704 6.991  0.00
C: -0.063 -1.149 5.789  0.00
C: 1.238 -0.762 5.605  0.00
C: 1.621 -0.327 4.327  0.00
C: 0.749 -0.225 3.254  0.01
P: 1.541 -0.001 1.650  0.10
C: 2.650 1.416 1.780  0.03
C: 4.003 1.289 2.093  0.01
C: 4.788 2.425 2.219  0.00
C: 4.231 3.682 2.034  0.01
C: 2.882 3.811 1.727  0.00
C: 2.089 2.683 1.601  0.01
C: 2.561 -1.478 1.422  0.01
C: 2.364 -2.627 2.184  0.01
C: 3.163 -3.742 1.978  0.00
C: 4.151 -3.727 1.005  0.01
C: 4.346 -2.587 0.234  0.00
C: 3.555 -1.469 0.442  0.01
C: -0.630 -0.518 3.451  0.00
C: -0.970 -1.017 4.720  0.00
C: -3.078 0.724 0.391  0.16
C: -3.949 1.814 0.662  0.11
C: -5.265 1.748 0.298  0.10
C: -5.745 0.565 -0.315  0.14
C: -7.122 0.183 -0.785  0.01
C: -6.978 -1.282 -1.287  0.05
C: -5.521 -1.595 -1.137  0.37
C: -4.767 -2.784 -1.380  0.12
C: -3.435 -2.787 -1.140  0.22
C: -2.726 -1.570 -0.707  0.45
P: -1.041 -1.348 -1.295  0.15
C: -0.210 -2.933 -1.089  0.01
C: 0.547 -3.498 -2.115  0.01
C: 1.188 -4.712 -1.914  0.00
C: 1.065 -5.369 -0.697  0.01
C: 0.308 -4.809 0.325  0.00
C: -0.321 -3.591 0.136  0.01
C: -1.241 -1.038 -3.065  0.06
C: -1.068 0.259 -3.546  0.02
C: -1.304 0.548 -4.882  0.00
C: -1.724 -0.460 -5.739  0.01
C: -1.908 -1.753 -5.264  0.00
C: -1.669 -2.047 -3.932  0.02
C: -3.486 -0.431 -0.275  0.03
C: -4.873 -0.473 -0.566  0.03
H: -3.850 -0.494 2.297  0.00
H: -4.309 -1.580 4.439  0.00
H: -2.571 -2.933 6.592  0.00
H: -2.943 -1.312 7.133  0.00
H: -0.328 -2.641 7.317  0.00
H: -0.711 -1.014 7.832  0.00
H: 1.971 -0.805 6.399  0.00
H: 2.667 -0.084 4.169  0.00
H: 4.447 0.313 2.243  0.00
H: 5.837 2.327 2.464  0.00
H: 4.848 4.565 2.131  0.00
H: 2.447 4.792 1.589  0.00
H: 1.032 2.791 1.383  0.00
H: 1.599 -2.657 2.950  0.00
H: 3.016 -4.625 2.587  0.00
H: 4.780 -4.595 0.854  0.00
H: 5.128 -2.562 -0.514  0.00
H: 3.749 -0.570 -0.129  0.00
H: -3.535 2.678 1.166  0.00
H: -5.931 2.578 0.497  0.00
H: -7.464 0.850 -1.580  0.01
H: -7.854 0.269 0.020  0.01
H: -7.303 -1.392 -2.325  0.02
H: -7.598 -1.968 -0.702  0.02
H: -5.256 -3.683 -1.733  0.00
H: -2.854 -3.685 -1.300  0.01
H: 0.614 -3.010 -3.078  0.00
H: 1.764 -5.155 -2.715  0.00
H: 1.549 -6.325 -0.548  0.00
H: 0.207 -5.328 1.269  0.00
H: -0.917 -3.158 0.934  0.00
H: -0.758 1.057 -2.876  0.01
H: -1.165 1.555 -5.251  0.00
H: -1.908 -0.238 -6.782  0.00
H: -2.235 -2.536 -5.936  0.00
H: -1.809 -3.058 -3.571  0.00
C: 2.375 -0.360 -2.505  0.10
C: 1.671 0.665 -1.650  0.29
O: 1.722 1.837 -1.734  0.37
H: 3.400 -0.023 -2.664  0.01
H: 1.838 -0.348 -3.458  0.00
H: 2.333 -1.347 -2.061  0.00

<S²>: 6.041
HOMO (spin up / spin down): -10.571 / -13.192 eV
multiplicity: 5
total charge: +2

[4]
The following is a DFT calculation (wB97M-V/def2-TZVPD) of a cluster of 9 separate species, C49H43Cl4F5O6 in total in a non-equilibrium geometry.

Last column: Mulliken charge in e.
Element x y z (Å)
F: 4.729 -1.833 4.714  -0.36
C: 4.434 -0.683 4.055  0.10
C: 4.639 -0.531 2.694  -0.11
C: 3.977 0.491 2.051  -0.56
C: 3.159 1.414 2.698  -0.46
C: 3.081 1.317 4.091  -0.66
C: 3.605 0.196 4.723  -0.15
H: 5.236 -1.269 2.182  0.49
H: 4.122 0.633 0.987  0.42
H: 2.684 2.244 2.195  0.51
H: 2.340 1.830 4.694  0.31
H: 3.260 -0.010 5.729  0.46
F: -4.940 0.886 -5.770  -0.34
C: -4.615 1.561 -4.650  0.38
C: -4.462 2.941 -4.724  -0.70
C: -4.194 3.635 -3.557  -0.18
C: -4.311 2.991 -2.304  -0.89
C: -4.533 1.620 -2.271  -0.10
C: -4.622 0.900 -3.452  -0.57
H: -4.560 3.390 -5.704  0.44
H: -3.938 4.686 -3.529  0.41
H: -4.137 3.625 -1.446  0.62
H: -4.761 1.224 -1.289  0.43
H: -4.815 -0.166 -3.443  0.51
F: -1.033 -4.208 2.169  -0.19
C: -0.830 -3.811 3.429  -0.20
C: -1.774 -4.041 4.424  -0.54
C: -1.553 -3.627 5.710  -0.48
C: -0.438 -2.851 5.993  -0.57
C: 0.513 -2.619 5.001  -0.51
C: 0.327 -3.074 3.709  0.32
H: -2.642 -4.606 4.098  0.43
H: -2.285 -3.916 6.453  0.37
H: -0.376 -2.449 6.996  0.41
H: 1.450 -2.127 5.231  0.40
H: 1.022 -3.006 2.880  0.53
F: 6.331 -3.493 0.184  -0.36
C: 5.152 -4.013 0.506  -0.01
C: 4.341 -4.764 -0.328  -0.18
C: 3.131 -5.280 0.153  -0.63
C: 2.665 -4.977 1.422  -0.12
C: 3.536 -4.366 2.312  -0.70
C: 4.743 -3.883 1.846  -0.31
H: 4.529 -4.791 -1.395  0.28
H: 2.488 -5.840 -0.514  0.41
H: 1.674 -5.359 1.637  0.46
H: 3.394 -4.361 3.386  0.46
H: 5.419 -3.400 2.539  0.71
F: 0.244 -6.005 -2.930  -0.34
C: 1.409 -5.540 -3.404  0.45
C: 2.432 -6.468 -3.571  -0.51
C: 3.726 -6.044 -3.873  -0.19
C: 3.943 -4.669 -4.109  -0.80
C: 2.860 -3.824 -4.089  -0.29
C: 1.582 -4.226 -3.747  -0.28
H: 2.253 -7.453 -3.156  0.36
H: 4.526 -6.763 -3.971  0.40
H: 4.901 -4.316 -4.464  0.47
H: 3.002 -2.784 -4.370  0.38
H: 0.756 -3.531 -3.651  0.39
C: -0.098 0.312 0.806  -0.64
C: 1.075 -0.416 1.071  0.05
C: 1.753 -0.927 -0.017  -0.14
C: 1.349 -0.704 -1.334  -1.06
C: 0.270 0.138 -1.534  -0.50
C: -0.509 0.584 -0.483  -0.29
O: -1.597 1.359 -0.810  0.19
O: 2.941 -1.595 0.199  -0.24
H: -0.667 0.647 1.665  0.58
H: 1.365 -0.467 2.107  1.48
H: 1.775 -1.095 -2.247  0.37
H: -0.138 0.097 -2.540  0.60
H: -2.180 1.599 -0.081  -0.31
H: 3.173 -2.176 -0.532  0.03
C: -1.554 3.850 2.028  -0.17
C: -1.429 5.229 2.083  -0.34
C: -2.529 6.021 2.350  0.48
C: -3.782 5.422 2.556  -0.60
C: -3.912 4.044 2.511  -0.75
C: -2.781 3.263 2.235  0.31
O: -2.853 1.884 2.143  -0.38
O: -2.321 7.365 2.323  -0.53
H: -0.722 3.180 1.844  0.48
H: -0.501 5.771 1.945  0.41
H: -4.635 6.086 2.624  0.29
H: -4.919 3.663 2.619  0.38
H: -3.493 1.540 2.775  0.25
H: -3.076 7.890 2.598  0.31
C: -0.838 4.958 -4.044  -0.71
C: -1.396 6.237 -4.124  -0.54
C: -2.126 6.750 -3.050  0.55
C: -2.094 6.064 -1.848  -0.07
C: -1.544 4.794 -1.756  -0.31
C: -0.860 4.267 -2.836  0.04
O: -0.274 3.040 -2.733  -0.53
O: -2.717 7.987 -3.096  -0.55
H: -0.286 4.562 -4.885  0.45
H: -1.445 6.640 -5.130  0.28
H: -2.637 6.430 -0.983  0.35
H: -1.601 4.268 -0.811  0.36
H: -0.684 2.504 -2.034  0.19
H: -2.482 8.398 -3.934  0.31
C: -2.342 -2.800 -1.782  0.11
Cl: -3.229 -1.712 -0.664  -0.10
Cl: -1.967 -2.072 -3.354  -0.12
Cl: -0.874 -3.295 -0.971  0.14
Cl: -3.403 -4.194 -2.048  -0.11

SMILES: ClC(Cl)(Cl)Cl.Oc1ccc(O)cc1.Oc1ccc(O)cc1.Oc1ccc(O)cc1.Fc1ccccc1.Fc1ccccc1.Fc1ccccc1.Fc1ccccc1.Fc1ccccc1
HOMO: -7.818 eV
multiplicity: 1
total charge: 0

Asked for E across the records above, the calculation gives -30979.82684 -644.55025 -3270.08048 -4684.46143 hartree in order.